# 1
Formula: C21H37IrN8O3PS3
Source: the Open Molecules 2025 dataset
Level of theory: ωB97M-V with the def2-TZVPD basis set

Values from the calculation:
HOMO-LUMO gap (spin up / spin down): 4.851 / 5.192 eV
LUMO (spin up / spin down): -0.3076 / -0.2962 hartree
spin multiplicity: 2
total charge: +2
HOMO energy (spin up / spin down): -13.22 / -13.25 eV
<S²>: 0.876

Each line ends with the Löwdin spin population.
Element x y z (Å)
Ir 0.445 -0.431 -0.076  1.029
S -1.302 -0.038 1.763  -0.106
C -2.114 1.298 1.040  -0.018
C -3.476 1.471 1.297  -0.005
C -4.170 2.551 0.775  -0.005
C -5.575 2.644 0.935  0.000
N -6.716 2.677 1.018  -0.002
C -3.470 3.536 0.034  -0.004
C -2.124 3.364 -0.239  -0.005
C -1.435 2.238 0.222  -0.018
S 0.219 2.063 -0.223  -0.105
C -4.131 4.702 -0.426  0.000
N -4.625 5.668 -0.788  -0.001
H -3.995 0.733 1.892  -0.001
H -1.600 4.092 -0.841  -0.001
N 3.504 1.606 -3.483  0.002
C 2.463 0.642 -3.880  0.001
C 1.859 0.171 -2.528  0.004
O 0.841 -0.510 -2.483  0.039
O 2.520 0.568 -1.533  0.015
H 3.235 2.576 -3.654  0.000
H 4.425 1.430 -3.886  0.000
H 3.446 1.375 -2.372  0.000
H 2.888 -0.223 -4.387  0.000
H 1.692 1.077 -4.513  0.000
C -4.383 -3.515 -2.106  0.000
N -3.632 -2.539 -1.361  0.002
C -4.390 -1.754 -0.422  0.000
P -2.043 -2.179 -1.737  0.004
O -1.674 -0.892 -1.097  0.031
N -1.142 -3.509 -1.194  0.005
C 0.269 -3.341 -1.414  0.012
C -1.422 -3.850 0.187  0.001
N -1.798 -2.184 -3.388  0.000
C -1.618 -3.388 -4.164  0.000
C -2.156 -1.008 -4.142  0.000
H -4.922 -4.173 -1.422  0.000
H -3.717 -4.121 -2.713  0.000
H -5.129 -3.032 -2.744  0.000
H -4.846 -2.412 0.322  0.000
H -5.191 -1.200 -0.918  0.000
H -3.723 -1.058 0.078  0.000
H 0.460 -3.068 -2.447  0.000
H 0.794 -4.261 -1.165  0.001
H 0.688 -2.525 -0.767  0.003
H -2.486 -4.022 0.319  0.000
H -1.095 -3.053 0.873  0.000
H -0.884 -4.762 0.442  0.000
H -1.477 -4.236 -3.497  0.000
H -0.731 -3.285 -4.796  0.000
H -2.472 -3.569 -4.823  0.000
H -2.233 -0.156 -3.470  0.000
H -3.109 -1.139 -4.665  0.000
H -1.384 -0.803 -4.887  0.000
C 1.378 1.044 4.765  0.000
N 1.661 -0.075 3.886  0.001
C 0.934 -1.284 4.212  0.002
C 2.384 0.023 2.773  0.010
S 2.132 -1.181 1.521  0.099
N 3.339 0.931 2.597  0.004
C 3.930 1.158 1.295  0.002
C 4.073 1.562 3.681  0.001
H 0.307 1.056 4.966  0.000
H 1.649 1.986 4.299  0.000
H 1.892 0.941 5.721  0.000
H 0.911 -1.391 5.296  0.000
H 1.429 -2.157 3.788  0.001
H -0.093 -1.239 3.844  0.000
H 3.191 1.049 0.503  0.000
H 4.751 0.460 1.117  0.001
H 4.325 2.171 1.273  0.000
H 3.908 1.053 4.625  0.000
H 3.817 2.619 3.779  0.000
H 5.136 1.493 3.448  0.000

Forces on the atoms, in the same order (eV/Å):
Ir -2.7 0.9 0.8
S 2.3 -1.0 -1.0
C -0.1 1.3 -0.8
C 0.4 -0.3 -0.1
C 0.9 0.5 -0.3
C -0.1 0.0 0.1
N -0.5 0.0 0.1
C 0.0 -0.9 0.6
C 0.3 -0.5 -0.1
C -1.5 -0.2 0.7
S 1.2 -2.3 0.3
C -0.1 0.1 -0.1
N -0.2 0.4 -0.2
H -0.1 0.0 0.0
H 0.0 0.1 -0.1
N 0.3 0.1 0.7
C -0.8 -0.6 0.1
C 1.0 0.7 -0.6
O -0.7 -0.4 0.8
O 0.2 0.0 0.2
H 0.1 -0.1 0.0
H -0.2 0.1 0.0
H 0.3 0.4 -0.8
H 0.1 0.1 0.0
H 0.1 0.1 0.0
C -0.2 -0.2 -0.3
N 1.7 0.8 -0.2
C -0.2 0.1 0.4
P -1.7 -2.5 -1.8
O 1.9 1.9 1.3
N -0.1 1.0 -0.3
C -0.2 -0.4 -0.4
C -0.1 -0.3 0.3
N 0.0 -0.1 1.7
C 0.2 -0.3 -0.2
C -0.1 0.3 -0.1
H 0.1 -0.1 0.0
H -0.1 -0.1 -0.1
H 0.1 0.0 -0.1
H 0.0 0.0 0.1
H 0.0 0.0 0.0
H -0.1 0.1 0.1
H 0.2 0.1 0.0
H 0.1 0.1 0.1
H 0.2 0.2 0.3
H 0.0 0.0 0.1
H 0.0 0.0 0.0
H 0.0 0.0 0.0
H 0.0 -0.1 -0.2
H 0.0 -0.1 0.0
H 0.0 -0.1 0.1
H 0.0 0.1 -0.1
H 0.0 0.0 0.0
H 0.0 0.1 0.0
C 0.0 0.4 0.4
N 0.4 0.2 -0.6
C -0.3 -0.7 0.1
C -0.2 0.4 0.6
S -1.2 0.7 -1.9
N -0.5 -0.5 0.1
C 0.1 0.1 -0.7
C 0.2 0.2 0.5
H 0.0 0.0 -0.1
H 0.0 0.0 0.0
H 0.0 0.0 0.0
H 0.0 0.0 0.0
H -0.1 0.1 0.1
H 0.1 0.0 0.1
H 0.2 0.1 0.2
H 0.0 0.0 0.0
H 0.0 0.0 0.0
H -0.1 0.0 0.0
H 0.0 -0.1 0.0
H 0.0 0.0 0.0

# 2
Formula: C21H37N6PPtS2
Source: the Open Molecules 2025 dataset
Level of theory: ωB97M-V with the def2-TZVPD basis set

Values from the calculation:
HOMO-LUMO gap: 2.988 eV
LUMO: -0.6053 hartree
total charge: +4
energy relative to the best compared isomer or geometry (same formula, charge and spin): 121.0 kJ/mol
HOMO energy: -19.46 eV

Each line ends with the Mulliken charge.
Element x y z (Å)
Pt 0.624 1.256 0.047  0.813
N 4.212 -0.536 -0.112  -0.084
C 4.148 0.784 -0.049  0.497
N 3.068 1.525 -0.028  -0.094
C 3.385 2.854 0.045  0.387
C 4.757 3.121 0.083  -0.624
S 5.677 1.721 0.026  0.109
C 2.373 3.850 0.042  0.759
C 2.623 5.220 0.078  -0.567
S 1.212 6.130 -0.020  0.104
C 0.292 4.606 -0.104  0.674
N 1.039 3.520 -0.043  -0.064
N -1.019 4.637 -0.248  -0.018
H 3.369 -1.079 -0.222  -0.022
H 5.110 -0.997 -0.171  0.274
H 5.227 4.085 0.138  0.383
H 3.583 5.699 0.163  0.400
H -1.510 5.520 -0.272  0.279
H -1.544 3.778 -0.338  -0.529
C -4.762 1.300 -0.475  -1.594
C -3.656 1.702 0.471  0.903
C -3.627 3.195 0.721  -1.870
P -1.921 0.989 -0.050  -0.057
C -2.031 -0.651 0.875  1.130
C -1.610 -0.353 2.313  -1.327
C -3.336 -1.415 0.767  -1.586
C -2.060 0.793 -1.918  0.470
C -2.060 2.168 -2.577  -1.401
C -0.846 0.000 -2.376  -1.201
H -5.721 1.485 0.022  0.453
H -4.771 0.241 -0.717  0.353
H -4.780 1.893 -1.388  0.379
H -3.783 1.189 1.434  0.424
H -3.633 3.777 -0.200  0.301
H -2.812 3.489 1.380  0.517
H -4.553 3.466 1.240  0.465
H -1.248 -1.255 0.398  -0.334
H -2.372 0.222 2.838  0.352
H -0.667 0.211 2.342  0.300
H -1.479 -1.272 2.882  0.456
H -4.166 -0.911 1.265  0.331
H -3.235 -2.375 1.281  0.472
H -3.598 -1.626 -0.269  0.420
H -2.985 0.259 -2.163  0.748
H -1.106 2.674 -2.411  0.245
H -2.879 2.796 -2.236  0.311
H -2.186 2.053 -3.653  0.487
H 0.093 0.463 -1.980  0.066
H -0.774 0.032 -3.463  0.477
H -0.901 -1.041 -2.061  0.341
N 1.055 -0.920 0.257  -0.871
C 1.190 -2.077 0.336  0.696
N 1.289 -3.353 0.389  0.121
C 1.275 -4.091 1.641  -0.624
C 2.579 -4.895 1.813  -0.639
C 2.880 -5.743 0.597  -0.708
C 2.817 -4.952 -0.693  -0.540
C 1.502 -4.157 -0.807  -0.607
H 0.441 -4.803 1.611  0.358
H 1.127 -3.409 2.480  0.424
H 2.484 -5.524 2.698  0.368
H 3.396 -4.191 2.000  0.279
H 2.205 -6.607 0.552  0.336
H 3.873 -6.205 0.702  0.333
H 2.890 -5.619 -1.551  0.368
H 3.656 -4.252 -0.748  0.213
H 0.675 -4.872 -0.894  0.358
H 1.506 -3.521 -1.694  0.425

Forces on the atoms, in the same order (eV/Å):
Pt 0.2 0.3 0.5
N 0.3 1.6 -0.1
C 0.2 -1.6 0.0
N -1.3 0.9 0.1
C -2.4 -0.3 -0.1
C 2.0 -0.8 0.0
S -0.3 1.2 0.1
C 0.0 -2.1 -0.1
C -0.7 1.6 0.0
S 1.0 -0.3 0.1
C -1.4 0.0 -0.2
N 0.2 -1.7 0.1
N 1.6 0.3 0.1
H -0.4 -0.1 0.1
H 0.0 -0.2 0.0
H 0.3 0.3 0.0
H 0.2 0.2 0.0
H -0.3 0.1 0.0
H -0.2 -0.1 0.0
C -0.2 -0.3 -0.4
C 1.3 0.7 0.8
C -0.7 0.2 0.5
P -0.5 -2.1 -0.9
C 1.0 0.2 -0.5
C 0.1 0.2 0.1
C -0.4 0.0 0.0
C 0.6 0.1 0.7
C -0.2 0.0 0.0
C 0.3 0.0 -0.2
H 0.2 0.1 0.2
H 0.0 0.0 -0.1
H 0.1 -0.1 -0.1
H 0.1 0.2 -0.2
H 0.1 0.0 -0.2
H 0.1 0.1 0.1
H 0.1 0.1 -0.1
H -0.2 0.1 0.1
H 0.0 0.1 0.1
H -0.2 -0.2 0.2
H 0.0 -0.1 -0.1
H 0.0 0.0 -0.1
H 0.2 0.1 -0.1
H -0.1 0.0 0.0
H 0.1 0.1 0.2
H 0.1 0.1 0.0
H -0.1 0.1 0.0
H 0.1 0.0 0.0
H -0.5 -0.4 -0.5
H 0.0 -0.1 0.0
H 0.1 0.0 0.0
N 0.0 1.9 -0.1
C -0.6 -0.2 -0.1
N 0.0 0.8 0.0
C 0.3 -1.1 1.3
C -0.3 0.5 0.1
C 0.4 -0.8 0.0
C -0.4 0.4 -0.1
C 0.5 -1.0 -1.1
H -0.1 0.3 -0.1
H -0.1 0.0 -0.1
H 0.0 0.1 0.0
H 0.1 0.0 0.0
H -0.1 0.2 0.0
H -0.2 0.2 0.0
H 0.0 0.1 0.0
H 0.1 0.0 0.0
H -0.1 0.2 0.1
H -0.1 0.0 0.1